154
Properties=species:S:1:pos:R:3 method="wB97M-V/def2-TZVPD" lumo_ev=-7.481 homo_ha=-0.520 charge=+4 relative_energy_kj_mol=0.00
Cl 1.8007 -0.9887 -4.1970
Cl -0.3131 3.7351 0.1337
Cl -1.9067 1.0692 -3.8197
Cl 4.0255 1.1235 0.6132
O -4.2682 1.9927 1.1059
O 4.6699 5.1288 -0.7327
O -4.6744 -2.7188 -3.0404
O 3.8435 0.4859 4.6498
O -1.4621 -0.6147 -0.5612
O -2.1823 -0.6121 4.4573
O -1.1347 3.7652 -7.2903
O 0.9237 3.4082 3.0876
O 6.0021 -2.1675 4.7548
N 0.8376 3.0947 -8.6143
N -3.3556 -3.1412 3.6305
N -1.8041 -3.9735 -3.3357
N -0.1770 0.8579 -1.5529
N 0.4052 5.4791 2.3669
N -5.7516 2.9629 -0.3142
N 6.4621 4.4937 -2.0513
N 5.0848 -0.6157 2.6885
C -3.1311 -3.3628 6.1136
C 6.6435 -2.7968 5.9296
C -4.3826 2.4095 -0.0022
C 3.8092 -1.2512 3.0610
C -0.3648 -0.1643 -0.5164
C -2.6074 -5.6180 -5.3200
C 0.4966 -4.0002 -2.1078
C 0.6154 -0.2734 0.6583
C -2.8278 -4.8888 -3.9945
C 2.9242 -0.3339 3.9035
C -5.5780 -1.7449 -3.5130
C 5.0787 4.2531 -1.4279
C -0.4587 2.8547 -7.3995
C -3.4733 -2.0937 -2.6453
C 1.4261 4.3801 2.5921
C -0.3997 1.4562 -6.9118
C -3.3186 2.4471 -1.0290
C -0.4908 5.8273 3.5313
C -2.4713 -3.1666 -2.2874
C 6.9712 -1.8301 3.8184
C -1.2063 -3.0752 -4.3695
C 6.3253 5.3848 -3.2086
C -2.5095 -3.4894 4.7666
C -6.6108 3.1939 0.8783
C 1.2211 1.4488 -1.7946
C 4.4962 3.0323 -1.8729
C -1.4307 0.5935 4.3217
C -0.7142 -4.7413 -2.7339
C -3.3780 -0.6252 3.6689
C 2.8532 4.5314 2.2169
C 6.2281 -1.5516 2.5576
C -2.6947 -3.0609 2.2891
C -4.3860 -4.2542 3.5021
C 1.1136 4.5130 -8.8416
C -1.7977 -4.2544 1.9647
C 3.2321 1.1652 5.7488
C -4.1189 -1.9045 3.8456
H -1.3763 0.9838 -6.8260
H -5.6894 3.7961 -0.9087
H -6.6537 2.3106 1.5107
H 0.8757 6.3221 2.0240
H -3.9464 -5.2163 3.2764
H -0.3642 -2.5674 -3.9328
H 2.9673 0.3775 6.4702
H -3.5778 -6.1423 -5.5339
H 4.8914 2.7484 -2.8569
H -0.2098 1.6208 -5.8320
H -0.5027 0.4579 4.8767
H -6.5161 -2.2521 -3.7026
H -4.0848 -3.8690 6.0696
H -3.2273 -0.3754 2.5971
H 4.8553 2.2970 -1.1182
H 0.1594 -3.3425 -1.3151
H 1.7243 0.8073 -2.4942
H 6.0128 -2.7586 6.7840
H -0.1369 5.4115 4.4682
H 3.3738 -1.5819 2.1275
H 5.1460 0.0975 3.3703
H 1.0569 -3.4566 -2.8808
H -0.9597 -4.3400 2.6562
H -2.8946 1.4136 -1.0882
H 5.7469 -2.5124 2.3385
H -0.6121 6.8908 3.4963
H -0.7029 -3.5835 -5.1749
H 1.5187 -0.8332 0.3902
H 4.0656 -2.0960 3.6374
H -4.9793 -4.2666 4.3978
H -3.0559 -3.9029 -1.7065
H 3.3907 3.7903 2.8703
H -5.0900 -4.1689 2.6327
H 0.2657 4.8731 -9.4285
H 1.0500 5.1184 -7.9379
H 4.9915 -0.0901 1.7916
H 5.7877 6.2171 -2.8008
H -2.0871 -2.1933 2.3078
H -3.6892 -4.2374 -4.1776
H -1.4800 5.3983 3.3077
H -2.1944 -4.5172 4.6250
H -2.4708 3.0419 -0.6022
H -4.5123 -1.9600 4.8409
H 3.8168 1.9597 6.1834
H -1.6785 -2.7682 -1.6644
H -3.1942 -5.5347 -3.1915
H 5.7220 4.9245 -4.0058
H 2.0745 4.5915 -9.3268
H 6.8690 -3.8471 5.6528
H 6.8652 -1.2379 1.7208
H 2.7972 4.0956 1.2008
H -3.6236 -1.5618 -1.7005
H -1.1694 0.7052 3.2637
H 2.3772 1.6767 5.3521
H -0.6412 0.4858 -2.4867
H 3.4245 3.0061 -1.9423
H 6.8091 3.5622 -2.2531
H -1.4649 -4.1880 0.9339
H -3.7134 2.6533 -2.0078
H -7.5808 3.4766 0.4285
H -6.1463 3.9939 1.4433
H -0.1738 5.0252 1.5676
H -1.8504 -2.3359 -4.8426
H -1.9677 1.4372 4.7421
H 7.5212 -0.9178 4.1088
H 6.9873 4.9305 -1.2744
H -4.0490 0.1485 4.0704
H -5.2438 -1.2354 -4.4415
H -3.3076 -2.3622 6.5684
H -3.1203 -1.3245 -3.3857
H -1.5705 -2.9607 4.7529
H 7.2374 5.7530 -3.7212
H -2.4545 -4.8262 -6.0475
H -0.3192 -5.3452 -3.5590
H 1.5777 2.5388 -8.1917
H 7.8136 -2.5399 3.7167
H 2.3285 -0.8755 4.6008
H -5.7662 -1.0576 -2.6948
H 0.4565 0.8787 -7.3042
H -3.4974 -2.8752 1.5437
H -2.5395 -3.9391 6.8106
H 1.0607 2.4269 -2.2416
H -1.1799 -5.4469 -1.9950
H -0.8306 1.5999 -1.3274
H 1.0507 -4.8488 -1.7062
H 3.2610 5.5485 2.2282
H 0.0960 -0.6623 1.5377
H 0.9527 0.7435 0.8932
H -1.7565 -6.2813 -5.2983
H 2.1928 0.3149 3.4313
H -2.3376 -5.1999 1.9872
H 7.6270 -2.3756 6.1666
H -5.0012 -1.9743 3.2024
H -6.2422 2.3376 -0.9566
H 0.6260 2.6132 -9.5130
H 1.9004 1.6101 -0.9483

---

133
Properties=species:S:1:pos:R:3 method="wB97M-V/def2-TZVPD" lumo_ev=-0.973 homo_ha=-0.309 smiles="CC(C)C[C@@H](C)CO[C@@](C)(O[C@@H](N)N=C=O)[C@H](OCCNC[C@H](C)O)O[C@H](CCCC(=O)O)N=C=S.ClCCl.ClCCl.ClCCl.ClCCl.ClCCl.ClCCl.ClCCl.ClCCl.ClCCl.ClCCl.ClCCl" charge=0 relative_energy_kj_mol=1183.76
Cl 4.5939 -3.8333 1.8671
Cl -4.6114 -3.1131 -2.0970
Cl 3.8116 -6.8899 7.5911
Cl 3.3239 -5.9062 3.4761
Cl -0.9525 -4.9835 2.7051
Cl 6.8264 -1.3340 3.0324
Cl 1.7115 -3.5542 -2.4019
Cl -5.5397 -4.4068 -4.5389
Cl -1.7704 4.3701 -4.2324
Cl -4.8293 1.0621 -2.2179
Cl 4.1365 -4.1060 6.7890
Cl 0.7891 5.5686 -3.5176
Cl -0.2297 -8.8820 -0.5015
Cl -2.9069 10.3115 0.7336
Cl 0.5843 -8.0914 -4.2389
Cl 0.0488 -4.8787 5.4410
Cl -1.5878 -6.4097 -1.2377
Cl -4.5885 2.7037 -4.6149
Cl -0.2949 11.5686 0.4240
Cl 0.9092 -5.3075 -5.0410
Cl 8.3711 0.9730 3.9213
Cl 1.4707 -5.1957 -0.0048
S 2.3833 1.8227 -2.2671
O 6.0398 2.3349 -1.4975
O -0.5272 -1.3192 1.7853
O -3.6224 3.9638 5.5596
O -2.1869 1.0310 2.0396
O 5.9392 -0.0600 -1.9038
O -0.2956 2.4258 1.2275
O 1.3210 0.0403 1.0760
O -1.4748 -0.2470 -3.2746
N -1.7707 -1.9499 -1.4285
N 1.7070 -0.9805 -1.1916
N -2.4574 3.2440 3.2238
N -2.9958 1.0560 4.4259
C 1.9118 0.2941 -1.6884
C -1.7827 4.9206 -1.2407
C -1.1223 7.2251 0.0312
C -2.1650 7.2932 -2.4063
C -1.6403 -2.0007 1.1075
C 2.0903 -5.1126 -1.6584
C 1.9421 -1.0445 0.3016
C 2.9986 -5.3396 7.3442
C -3.1434 3.8391 4.2904
C -0.2287 -6.5411 -4.4858
C -5.9927 -3.8395 -2.9271
C 0.0872 -1.9960 -4.4489
C 0.0632 1.2227 3.3963
C -2.2649 6.4944 -0.9466
C 3.5893 -0.8815 0.5423
C -0.0129 4.2506 -4.3804
C 0.2473 -4.2734 3.7921
C -4.2097 1.1453 -3.8714
C 8.4413 -0.7133 3.3958
C 5.8622 1.0901 -0.9767
C -3.7032 3.4533 -0.1320
C -1.8039 -2.7108 -2.7355
C -2.8862 1.7886 3.0703
C -1.0637 2.6518 -0.0030
C -1.4272 -1.5977 -3.9241
C -1.3493 -7.6207 0.0279
C -2.1109 3.9236 0.0591
C 4.0210 0.6439 0.9747
C 4.8482 -5.1144 3.0583
C -1.2418 -2.7823 -0.2771
C -2.0185 11.8396 0.7084
C -0.7500 1.2436 1.9748
C -0.1453 -0.0644 1.1187
C 5.6075 1.0088 0.6421
H -1.6417 1.7228 -0.4153
H -2.2094 1.3240 5.0570
H -2.0644 -2.8169 1.8668
H -2.4294 4.5564 -2.1547
H -3.1424 7.1501 -3.0525
H 0.8490 -1.6806 -3.5880
H 9.0589 -0.7805 2.4970
H -1.0124 -6.6661 -5.2370
H -6.7838 -3.0918 -3.0224
H -2.7438 -1.6057 -1.2665
H -1.9276 8.4340 -2.2356
H -0.0778 -2.8830 -0.4352
H -0.9404 -7.1318 0.9155
H 0.2594 4.2998 -5.4375
H -1.2030 8.4096 0.0020
H -3.8258 3.0409 -1.2436
H -3.9341 1.2154 4.8573
H 0.4324 -1.4213 -5.4092
H -2.3121 -8.0778 0.2690
H -4.0236 1.8547 2.7061
H 1.2474 -4.5325 3.4360
H -0.6716 -6.2172 -3.5408
H -1.2179 6.8127 1.1472
H -1.7039 -3.8777 -0.3208
H -4.4565 4.3386 0.0066
H -2.1745 -1.6681 -4.8501
H 3.3899 1.4934 0.4237
H 5.8094 2.0893 1.1062
H 8.8830 -1.3162 4.1930
H 1.6333 -5.9095 -2.2501
H -2.1457 12.3409 1.6710
H -0.2656 2.9368 -0.8439
H -0.9226 0.3867 -3.8204
H -2.5692 -1.2880 0.8843
H 0.3156 3.2976 -3.9587
H 3.1750 -5.2431 -1.6388
H 4.2096 -1.3356 -0.3406
H 5.5325 -5.8573 2.6412
H 1.2008 1.5344 3.2112
H 3.8445 0.8104 2.1392
H -2.9317 -3.0349 -2.9303
H -2.4164 12.4693 -0.0910
H -0.6369 4.9885 -1.4865
H -1.2494 6.8471 -2.9937
H -0.5298 -0.1010 0.0146
H -0.3321 2.0172 4.1939
H -1.0667 -3.6336 -2.7370
H 2.5558 -5.0157 8.2892
H 1.6850 -2.1273 0.6629
H -3.3426 6.5651 -0.4941
H 0.1090 0.1416 3.8596
H 0.1383 -3.1663 -4.5339
H -0.0795 6.9089 -0.4233
H 3.8213 -1.5714 1.4883
H 6.2782 0.2373 1.2132
H -6.3549 -4.6872 -2.3403
H 2.2150 -5.4646 6.5930
H -3.1250 1.0148 -3.8518
H 5.2823 -4.6791 3.9617
H 5.0046 -0.3549 -2.1184
H -4.6667 0.3484 -4.4631
H 0.1265 -3.1874 3.7947
H -1.9534 4.5933 1.0092
H -3.9451 2.5204 0.5703

---

22
Properties=species:S:1:pos:R:3 method="wB97M-V/def2-TZVPD" lumo_ev=-0.278 homo_ha=-0.327 charge=0 relative_energy_kj_mol=1153.03
Cl -0.2256 0.4368 -0.3862
Cl -0.3970 2.3502 4.1437
Cl 1.5098 1.3513 2.1091
Cl -0.0714 -1.2561 2.1279
Cl -0.2799 3.7514 1.4725
Cl 1.8815 -1.6987 -0.2038
N -1.0004 -4.4306 -1.3177
N -0.4405 2.9358 -1.5875
C -0.0720 -3.7897 -1.5862
C -2.1322 1.0281 -0.9002
C 0.8478 -0.5294 0.7600
C -1.2053 2.1274 -1.2602
C 1.0571 -2.9053 -1.9559
C 0.6515 2.8260 2.7622
H -1.7178 0.0346 -1.0719
H 0.6545 -2.1181 -2.5934
H 1.5181 0.2144 1.1906
H 1.4464 3.4860 3.1094
H 1.6273 -2.4679 -1.1363
H 1.7298 -3.3795 -2.6706
H -3.1809 0.9761 -1.1927
H -2.2009 1.0573 0.1872

---

99
Properties=species:S:1:pos:R:3 method="wB97M-V/def2-TZVPD" lumo_ev=-0.170 homo_ha=-0.296 charge=0
I -1.3280 -0.5378 1.5699
I -1.5588 -0.1524 5.7576
Br 2.5161 3.2432 2.6047
Br -1.5153 1.7122 -0.6683
P 0.3346 0.0303 4.2008
O 3.0264 -0.5124 -0.0335
O 0.6642 2.1018 0.9217
O 2.2627 -3.4665 -3.6823
O -6.5298 -5.9881 0.3715
O -2.3734 4.3519 0.6748
O 5.5085 -2.9813 -9.5188
O 6.8234 -1.3968 -4.9392
O 1.4782 0.6563 5.2131
O -4.6335 -0.7393 3.2081
O -2.2538 5.4533 7.1056
N 0.0782 2.8771 4.0419
N -0.0337 4.9198 1.0009
C -4.0972 6.5216 8.1621
C -2.7260 6.4801 7.5325
C -1.2051 1.6220 2.2204
C 3.3577 -3.4149 -3.1691
C -4.5277 -6.6864 1.4497
C -2.6333 1.8769 2.6517
C 2.1420 0.5477 1.9911
C -5.5556 -1.0375 2.4873
C 7.4941 -1.6620 -7.2115
C 1.2095 1.7341 2.1481
C -5.3911 -6.3723 0.2505
C -0.7100 2.3980 1.0022
C -4.7572 -6.5613 -1.1074
C -1.6063 4.7064 4.1754
C 4.0844 -4.6693 -2.7384
C 5.0861 -1.1144 -6.5412
C 3.0717 0.6575 0.7708
C 6.5071 -1.3900 -6.1071
C 4.2366 -4.6024 -10.7072
C 3.3142 -2.2808 -10.1116
C -5.6349 -2.3910 1.8251
C 4.4623 -3.2594 -10.0574
C -1.0418 3.4429 4.8469
C -1.9753 7.7884 7.4601
C 4.0764 -2.1172 -2.9249
C -0.0069 1.6668 3.2061
C -6.6801 -0.0725 2.1929
B -1.0551 3.9738 0.8832
H -0.9042 4.9545 3.3835
H 3.4775 -5.5431 -2.9624
H 2.4356 -2.7067 -9.6238
H -1.0079 7.6328 6.9895
H -7.6335 -0.5009 2.5067
H 5.0415 -4.7417 -3.2581
H -6.5089 0.8628 2.7203
H -4.5343 5.5266 8.1551
H 4.4572 -0.9343 -5.6730
H 2.8232 1.5365 0.1767
H -2.5830 4.5754 3.7227
H -2.8216 1.5211 3.6558
H 4.2746 -1.9915 -1.8588
H 7.5363 -0.8097 -7.8916
H 4.1026 0.7632 1.0913
H 3.4625 -1.2870 -3.2685
H -0.6033 3.7597 5.7904
H -6.5445 -2.9137 2.1254
H -3.8734 -5.9280 -1.2018
H -1.6265 5.5480 4.8568
H 2.7362 0.4777 2.8995
H -2.5341 4.7463 -0.1934
H -4.0269 6.8836 9.1893
H -4.2015 -7.7273 1.4162
H 1.1404 0.9644 6.0649
H 4.7045 -1.9645 -7.1085
H 5.1276 -5.2158 -10.6033
H 8.4804 -1.8429 -6.7910
H 5.0314 -2.0997 -3.4541
H 4.2917 -4.6302 -1.6676
H 3.3886 -5.1058 -10.2396
H -3.6364 -6.0565 1.4473
H -6.7388 0.1176 1.1197
H -2.5489 8.5179 6.8857
H -4.7419 7.2087 7.6113
H 1.5615 -0.3633 1.8622
H -5.0925 -6.5126 2.3621
H -1.8318 8.1944 8.4629
H -5.6519 -2.2750 0.7400
H -0.3198 5.8270 1.3355
H 5.0621 -0.2431 -7.1983
H -4.7686 -2.9827 2.1116
H -4.4406 -7.5980 -1.2337
H 2.1429 -0.5638 -0.4248
H -2.8639 2.9340 2.5898
H 7.1662 -2.5260 -7.7891
H -3.3245 1.3791 1.9822
H 3.5938 -1.3557 -9.6141
H 4.0030 -4.4718 -11.7652
H 0.8549 4.6365 1.3905
H 3.0494 -2.0718 -11.1494
H -5.4734 -6.3036 -1.8833
H 0.7974 2.6200 4.7045
H -1.8110 2.7226 5.0950

---

> Which value of charge does entry 3 give?

0